Entry 1:
This record from OMol25 describes C5H10O as an isolated structure. The level of theory is the ωB97M-V functional and the def2-TZVPD basis.

Output
HOMO level = -7.89 eV
gap between HOMO and LUMO = 8.84 eV
2S+1 = 1
ΔE to the lowest compared entry with this formula, charge and spin = 99.9 kcal/mol
charge = 0

```
16
Properties=species:S:1:pos:R:3:forces:R:3
C -1.751619 -0.584680 -0.009344 -0.02 0.06 0.04
C -0.640419 0.284964 -0.509971 0.18 -0.24 -0.05
O -1.049491 1.946823 0.176054 0.04 0.28 -0.07
C 0.639328 0.288850 0.116748 -0.11 -0.18 -0.11
C 1.266861 -0.833342 0.860452 -0.01 -0.19 0.20
C 1.913650 -0.280398 -0.396255 0.22 0.02 -0.17
H -1.750619 -0.623149 1.082292 0.00 0.03 -0.13
H -1.546758 -1.599628 -0.376969 -0.04 0.11 0.04
H -2.736024 -0.279650 -0.369631 0.13 0.00 0.05
H -0.696815 0.550124 -1.567483 0.03 -0.04 0.13
H -0.965568 2.614916 -0.526038 -0.06 -0.09 0.16
H 0.010074 1.625416 0.484512 -0.18 0.07 -0.06
H 1.747872 -0.634930 1.816241 -0.08 0.01 -0.16
H 0.828464 -1.829368 0.794180 0.09 0.11 -0.03
H 1.888283 -0.924071 -1.275796 -0.01 0.08 0.13
H 2.842785 0.278126 -0.298997 -0.18 -0.03 0.02
```
Positions in Å, forces in eV/Å.

***

Entry 2:
This record from OMol25 describes C13H8BF4MgNO4Se as an isolated structure. The level of theory is the ωB97M-V functional and the def2-TZVPD basis.

Output
HOMO level = -2.54 eV
gap between HOMO and LUMO = 7.06 eV
2S+1 = 1
ΔE to the lowest compared entry with this formula, charge and spin = 0.0 kcal/mol
charge = -2

```
33
Properties=species:S:1:pos:R:3:forces:R:3
Mg -0.260043 -0.499111 -0.725293 -0.14 -0.14 -0.07
O 6.057831 2.232026 0.489510 -0.03 0.04 -0.09
C 5.853885 1.007544 0.582911 0.07 0.07 0.24
O 6.648826 0.087793 0.868680 -0.01 -0.06 -0.09
C 4.390450 0.557217 0.349148 -0.03 -0.01 -0.06
C 4.071492 -0.794940 0.302319 -0.03 -0.04 0.01
C 2.763093 -1.181104 0.088464 -0.07 -0.04 0.05
N 1.771612 -0.300495 -0.068330 0.00 0.24 -0.09
C 2.067829 1.010855 -0.028483 -0.11 -0.10 0.05
C 3.355753 1.470591 0.181876 0.05 0.02 0.04
C 0.879627 1.955826 -0.250488 0.11 -0.20 0.10
O 0.948953 3.089005 0.194863 0.00 0.20 -0.16
O -0.107065 1.423363 -0.884615 0.09 0.17 0.02
H 4.862767 -1.519202 0.433180 0.01 -0.01 0.00
H 2.474865 -2.224892 0.024558 0.03 -0.01 0.00
H 3.558808 2.531022 0.211835 0.00 0.00 0.00
F -2.397031 -0.505031 -0.930521 -0.06 0.01 -0.01
B -2.695089 -0.641861 0.467277 0.29 -0.03 -0.02
F -1.341169 -0.569482 1.039167 0.02 -0.15 0.00
F -3.216442 -1.882671 0.740660 -0.10 -0.11 0.00
F -3.470893 0.382291 0.925338 -0.06 0.11 0.05
Se 0.078449 -2.544200 -2.311896 -0.07 0.01 0.01
C 0.073375 -4.036599 -1.124635 0.07 -0.02 0.04
C -0.346217 -3.968416 0.206663 -0.06 0.03 0.01
C -0.307881 -5.082812 1.032351 0.01 -0.03 -0.02
C 0.141983 -6.306223 0.554796 -0.01 0.03 0.00
C 0.553077 -6.393162 -0.769722 -0.01 0.01 0.02
C 0.521758 -5.277591 -1.591391 0.02 0.00 -0.04
H -0.737358 -3.044246 0.611412 0.00 0.06 -0.01
H -0.641756 -4.985309 2.058448 0.00 -0.01 0.01
H 0.171591 -7.174461 1.201976 0.00 0.00 0.00
H 0.907735 -7.337578 -1.167075 0.01 -0.01 -0.01
H 0.856884 -5.355145 -2.618384 0.00 0.00 -0.01
```
Positions in Å, forces in eV/Å.

***

Entry 3:
This record from OMol25 describes C40H45CdN8O6S as an isolated structure in a non-equilibrium geometry. The level of theory is the ωB97M-V functional and the def2-TZVPD basis.

Output
HOMO level = -4.68 eV
gap between HOMO and LUMO = 6.62 eV
2S+1 = 1
charge = -1

```
101
Properties=species:S:1:pos:R:3:forces:R:3
Cd -1.110360 0.650180 20.101274 -0.91 -1.18 0.70
C 1.781020 2.024086 18.218656 0.41 1.57 -0.64
C 1.573552 3.184114 19.168421 -0.64 -0.08 1.44
C 1.954536 4.482935 18.863244 0.50 -0.75 -1.74
C 1.894649 5.494594 19.795511 -0.39 0.45 0.11
C 1.186931 5.310440 20.974562 0.60 0.31 -0.21
C 0.714929 4.051599 21.321890 0.39 0.29 -0.85
C -0.007414 3.840979 22.588117 -0.04 -0.40 1.13
C 0.995629 2.980220 20.465595 1.14 0.07 -1.17
N 0.727133 1.678480 20.882352 -1.00 -0.49 0.37
C 1.492401 1.128848 21.878726 -0.09 0.45 -2.32
O 2.646277 1.475726 22.132004 -0.74 -0.12 0.77
C 0.846675 -0.088765 22.482556 0.68 0.21 0.68
C 1.491759 -0.731162 23.532541 0.38 -0.96 0.56
C 0.892252 -1.898326 24.005376 -0.30 0.23 0.54
C -0.331570 -2.328307 23.500899 -0.92 -0.53 -0.29
C -0.959325 -1.588926 22.512644 1.21 1.26 -1.48
N -0.313039 -0.480008 21.999106 -1.30 -1.31 1.00
C -3.377442 -0.873336 21.622736 0.12 -1.31 -1.22
O -4.340458 -2.047231 21.657569 1.73 -0.06 0.46
N -3.399287 -0.105315 20.440485 3.47 0.78 0.62
C -4.570281 -0.018687 19.811292 -3.32 -0.17 -2.17
C -5.739716 0.614866 20.420528 1.55 -1.01 -0.75
C -5.643342 1.655978 21.519534 0.42 0.57 0.42
C -6.983054 0.162781 20.010699 -0.59 0.47 0.31
C -7.138446 -0.712008 18.942372 -1.28 0.40 0.41
C -6.041493 -1.104273 18.188538 -0.73 -0.03 -0.48
C -4.758145 -0.741889 18.526490 -0.07 0.74 1.62
C -3.611093 -1.115021 17.601133 -1.00 -0.11 0.16
H 0.885643 1.445884 18.082418 -0.47 -0.43 -0.12
H 2.581397 1.356736 18.476483 0.20 -0.39 0.59
H 2.098728 2.438319 17.240092 -0.40 -0.20 0.30
H 2.305994 4.638952 17.809494 0.06 0.14 1.19
H 2.389506 6.434474 19.607335 -0.23 0.26 -0.19
H 1.077433 6.176862 21.628956 -0.10 -0.36 0.07
H -0.457869 4.789034 22.932576 -0.20 -0.56 -0.24
H 0.725277 3.580339 23.387467 -0.53 -0.19 -0.40
H -0.728188 2.994470 22.460799 0.36 0.84 0.46
H 2.459294 -0.383107 23.946981 -0.87 -0.09 -0.56
H 1.280916 -2.464034 24.852295 0.31 0.18 -0.32
H -0.847234 -3.243730 23.834830 0.58 0.54 0.02
H -4.666664 2.199187 21.511467 -0.56 -0.51 -0.23
H -5.715284 1.227451 22.545260 -0.21 0.25 -0.67
H -6.414894 2.458296 21.401373 0.35 -0.83 0.05
H -7.836488 0.540134 20.611894 0.29 -0.37 -0.72
H -8.179651 -0.994130 18.677767 0.94 -0.04 0.06
H -6.251125 -1.725033 17.308295 0.36 0.22 0.22
H -3.993870 -1.049462 16.557594 0.36 0.08 0.57
H -3.261705 -2.153757 17.747427 0.20 0.65 0.18
H -2.858459 -0.355321 17.782376 0.64 -0.30 -0.29
O -2.511547 -5.455120 21.893853 0.14 0.25 -0.27
S -3.091490 -4.391063 21.096859 0.26 0.56 -0.25
O -4.333936 -4.648943 20.426479 -0.12 -0.26 0.28
N -2.050892 -3.741901 19.986855 -0.15 1.77 1.42
C -1.764229 -2.450822 20.299322 0.52 -1.02 -0.78
O -1.077266 -1.691934 19.546725 -0.44 -0.41 0.72
C -2.199955 -1.933476 21.714082 -0.05 -0.32 0.62
C -3.555033 -0.118584 22.867800 0.58 0.46 1.21
C -3.646802 -0.711523 24.069989 0.25 1.98 -0.10
C -3.576036 -2.086451 24.462221 -0.33 -2.21 -0.92
C -3.458568 -3.175588 23.640627 -0.07 2.15 2.01
C -3.259448 -2.946661 22.238222 -0.80 1.41 -3.48
H -3.488332 0.995196 22.798580 -0.19 -1.25 0.13
H -3.735922 0.029409 24.856212 -0.01 -0.28 0.45
H -3.674695 -2.289539 25.510810 -0.14 -0.01 0.42
H -3.513984 -4.154182 24.045024 0.14 -0.79 0.19
C 1.551020 -3.393951 17.618660 0.48 0.86 0.72
C 3.003903 -3.368117 18.235298 0.07 -0.22 -1.84
C 3.227821 -1.899570 18.543001 0.70 0.40 1.61
O 2.443125 -1.104614 17.675140 0.02 -0.86 -0.74
C 1.454016 -1.946516 17.024642 0.15 -0.43 -0.03
H 0.756425 -3.474446 18.378253 0.45 -0.15 -0.09
H 1.405322 -4.200136 16.882766 0.13 0.45 0.19
H 3.728000 -3.672180 17.430876 -0.61 0.19 0.53
H 3.220588 -4.024728 19.075419 -0.40 0.06 0.14
H 4.320001 -1.601972 18.550359 -1.11 -0.19 -0.50
H 2.891100 -1.683540 19.574286 0.03 -0.12 -0.14
H 1.640943 -1.963774 15.930683 -0.09 0.22 0.52
H 0.481902 -1.501101 17.258434 0.03 -0.18 -0.29
C -2.112261 4.452595 18.185282 0.95 -0.93 0.19
N -2.576985 3.153387 17.588729 0.50 1.54 0.20
C -1.970992 3.102958 16.242007 -1.04 -0.88 0.01
N -2.326773 4.248479 15.390037 0.26 -0.33 0.48
C -1.899591 5.461690 16.079953 0.62 0.70 -0.58
N -2.457315 5.606439 17.397666 -2.05 0.28 0.07
C -3.949515 5.619303 17.202674 0.34 0.56 0.68
N -4.451809 4.406968 16.581491 0.45 -0.78 0.10
C -4.038203 3.268381 17.437576 -0.47 -0.22 0.30
C -3.782131 4.258785 15.284221 -0.23 -0.44 -0.48
H -1.011275 4.443963 18.308912 -0.37 -0.24 -0.18
H -2.512968 4.525223 19.179406 -0.43 0.16 0.49
H -2.420969 2.188604 15.823651 0.53 0.19 -0.40
H -0.892929 3.007718 16.324062 0.15 0.02 0.03
H -2.239644 6.330130 15.469648 0.52 -0.44 0.31
H -0.806832 5.460302 16.230256 -0.23 0.01 -0.54
H -4.196103 6.477400 16.574329 0.06 -0.01 -0.11
H -4.454519 5.794719 18.169612 0.31 -0.30 -0.26
H -4.436467 2.314410 17.053102 0.12 0.40 -0.07
H -4.501019 3.432363 18.425831 0.30 -0.18 -0.24
H -4.096493 5.103893 14.659686 0.08 -0.22 -0.10
H -4.048291 3.282702 14.804977 -0.21 0.86 0.38
```
Positions in Å, forces in eV/Å.

***

Entry 4:
This record from OMol25 describes an isolated ion of composition C12H16BrN2 and charge +1 in a non-equilibrium geometry. The level of theory is the ωB97M-V functional and the def2-TZVPD basis.

Output
HOMO level = -10.59 eV
gap between HOMO and LUMO = 6.16 eV
2S+1 = 1
ΔE to the lowest compared entry with this formula, charge and spin = 50.9 kcal/mol
charge = +1

```
31
Properties=species:S:1:pos:R:3:forces:R:3
C 1.065325 -1.741987 -3.556674 0.88 0.12 2.62
C 1.832313 -2.290849 -2.491705 -2.02 -0.66 -0.29
C -0.001367 -0.936777 -3.303725 -1.62 1.92 -1.54
C 1.326586 -2.087312 -1.193542 1.93 1.33 -0.79
C -0.412007 -0.651265 -1.993480 -0.16 1.15 -1.14
C 0.320733 -1.117634 -0.909087 0.05 -2.61 -3.00
C -1.578669 0.249291 -1.747510 -1.01 0.21 -0.34
C -1.528014 0.945258 -0.403203 2.91 2.96 -0.14
C -1.367537 0.371959 2.004503 0.74 -0.71 3.38
C -0.673064 1.583106 2.735571 2.23 -1.95 -5.02
C -0.197969 -0.950880 0.348099 -1.53 3.74 2.75
C 1.748720 0.416453 2.226362 -1.67 -0.56 0.44
N -0.981668 0.099038 0.674804 0.55 -1.80 -2.99
N 0.794847 1.439557 3.000249 1.76 2.27 -0.66
Br 2.162349 1.318644 0.611458 0.37 0.67 -0.85
H 1.411559 -1.777645 -4.524828 0.69 -0.55 -2.08
H 2.611369 -3.009990 -2.807919 -0.20 0.73 0.93
H -0.461187 -0.380175 -4.248769 0.60 -1.32 2.41
H 1.987988 -2.293593 -0.384011 0.12 -0.91 0.73
H -1.733929 0.927423 -2.638226 0.22 -0.40 1.30
H -2.507638 -0.309403 -1.647157 -0.08 -0.66 -0.62
H -0.794792 1.876581 -0.469631 -1.33 -1.65 0.14
H -2.481220 1.349401 -0.093551 -0.30 -0.15 0.03
H -1.187758 -0.615561 2.562040 -0.93 1.63 -0.36
H -2.355804 0.827711 2.038256 -0.66 -1.18 -0.18
H -0.692021 2.279299 1.901639 -0.07 0.72 0.19
H -1.254555 1.967872 3.486537 -0.95 0.60 2.27
H 0.110962 -1.447257 1.223912 0.62 -1.06 0.63
H 2.679067 0.373756 2.804928 -0.40 0.47 0.13
H 1.206498 2.464978 2.866468 -0.84 -2.39 0.79
H 0.950883 1.120003 3.928192 0.07 0.06 1.28
```
Positions in Å, forces in eV/Å.